No. 1
{
  "formula": "C14H8O5V",
  "method": "ωB97M-V with the def2-TZVPD basis set",
  "e_tot_ev": -50539.6365,
  "charge": 1,
  "max_force_ev_per_a": 8.8,
  "homo_energy_ev": -11.7,
  "lumo_energy_ha": -0.34013,
  "gap_ha": 0.0899,
  "species": ["C", "H", "C", "H", "C", "H", "C", "C", "V", "C", "C", "H", "C", "H", "C", "C", "H", "O", "C", "C", "H", "H", "O", "O", "O", "O", "C", "C"],
  "xyz": [[4.70, 0.26, -0.60], [-1.74, 2.38, 1.24], [-3.29, 1.27, -0.40], [2.94, -2.90, -2.22], [0.39, -2.07, -0.59], [5.76, 0.79, -0.69], [4.52, -1.10, -1.54], [-2.25, -1.19, -1.50], [-3.38, 0.90, 4.12], [-0.75, 0.34, 0.39], [2.04, 0.03, 0.36], [-2.33, -2.13, -2.22], [-3.43, -0.03, -1.39], [-3.99, 3.05, -0.93], [0.69, 0.49, 1.24], [-0.90, -1.00, -0.60], [-4.38, -0.15, -2.06], [-4.32, 2.33, -0.29], [1.89, -1.33, -0.60], [3.47, 0.84, 0.37], [5.40, -1.49, -2.25], [3.61, 1.82, 1.00], [-3.61, -0.84, 4.24], [0.75, 0.96, 2.50], [0.24, -3.40, -0.54], [-3.16, 2.64, 3.99], [-1.93, 1.47, 0.50], [3.08, -1.93, -1.55]]
}

***

No. 2
{
  "formula": "C14H9N3O2S",
  "method": "ωB97M-V with the def2-TZVPD basis set",
  "e_above_lowest_kcal_mol": 0.0,
  "e_tot_ev": -34062.8471,
  "max_force_ev_per_a": 4.5,
  "homo_energy_ev": -7.9,
  "lumo_energy_ha": -0.03762,
  "smiles": "COC(=O)c1cc2c3cc(SC#N)ccc3nc-2c[nH]1",
  "gap_ha": 0.2521,
  "species": ["C", "C", "N", "N", "S", "C", "H", "H", "C", "C", "O", "C", "C", "C", "O", "H", "C", "H", "N", "C", "H", "H", "C", "H", "C", "C", "C", "H", "H"],
  "xyz": [[-0.87, -3.36, -0.60], [-0.82, 3.75, 0.29], [2.07, 1.05, 1.38], [1.18, -2.39, 0.28], [-2.14, 4.88, -0.15], [1.22, 1.97, 1.06], [2.96, -1.61, 1.25], [-0.01, -6.40, -1.59], [-0.78, -5.67, -1.30], [-0.70, -0.88, -0.10], [-2.07, -3.21, -0.86], [-0.15, -2.16, -0.14], [-1.39, 6.19, -1.16], [0.15, 0.16, 0.46], [-0.14, -4.55, -0.73], [-1.72, -0.65, -0.46], [1.44, 3.33, 1.20], [-1.38, -5.41, -2.16], [-0.82, 7.04, -1.69], [1.98, -1.42, 0.89], [1.58, -3.32, 0.06], [2.41, 3.66, 1.54], [1.47, -0.12, 0.98], [0.54, 5.29, 0.99], [0.04, 1.49, 0.52], [0.38, 4.21, 0.88], [-1.00, 2.36, 0.09], [-1.94, 1.94, -0.33], [-1.48, -6.17, -0.60]]
}

***

No. 3
{
  "formula": "C152H98O26",
  "method": "ωB97M-V with the def2-TZVPD basis set",
  "e_tot_ev": -212451.0081,
  "max_force_ev_per_a": 4.4,
  "homo_energy_ev": -9.1,
  "lumo_energy_ha": -0.04793,
  "gap_ha": 0.2867,
  "species": ["H", "H", "C", "H", "H", "H", "H", "C", "H", "C", "H", "C", "H", "C", "C", "C", "C", "H", "O", "H", "H", "C", "C", "C", "H", "C", "O", "O", "C", "H", "C", "C", "C", "C", "O", "H", "H", "H", "C", "C", "C", "O", "H", "C", "O", "C", "H", "H", "C", "C", "C", "C", "H", "C", "H", "H", "C", "C", "C", "C", "C", "C", "O", "C", "H", "C", "C", "H", "C", "C", "C", "C", "C", "O", "C", "H", "C", "H", "H", "H", "H", "H", "C", "C", "C", "C", "C", "H", "H", "C", "C", "C", "C", "C", "C", "C", "C", "C", "O", "C", "C", "C", "H", "H", "C", "C", "C", "C", "H", "C", "C", "C", "H", "C", "H", "H", "H", "C", "H", "C", "O", "C", "C", "H", "H", "C", "O", "H", "H", "H", "O", "H", "H", "H", "H", "C", "H", "O", "H", "C", "H", "H", "H", "H", "C", "H", "C", "O", "C", "H", "C", "H", "H", "C", "H", "C", "H", "C", "C", "H", "C", "H", "C", "C", "H", "H", "H", "O", "O", "H", "C", "H", "C", "H", "H", "H", "C", "C", "H", "C", "C", "C", "C", "H", "C", "O", "C", "C", "O", "H", "C", "C", "H", "C", "C", "C", "C", "H", "H", "H", "O", "H", "C", "C", "C", "C", "O", "C", "H", "C", "C", "C", "H", "O", "C", "C", "C", "H", "C", "C", "C", "C", "H", "C", "C", "C", "O", "C", "H", "C", "O", "H", "O", "C", "C", "C", "C", "H", "C", "H", "C", "O", "C", "H", "C", "C", "C", "C", "H", "C", "C", "C", "C", "C", "C", "H", "C", "C", "O", "H", "C", "H", "C", "C", "C", "H", "C", "C", "C", "C", "H", "H", "H", "H", "C", "C"],
  "xyz": [[24.50, 18.52, 24.07], [17.45, 14.56, 24.95], [22.94, 14.08, 23.12], [20.56, 16.66, 19.73], [23.70, 18.55, 20.79], [20.38, 12.60, 24.52], [23.31, 13.52, 22.33], [16.44, 16.51, 24.95], [24.28, 16.57, 15.74], [19.37, 18.16, 22.82], [18.52, 18.38, 15.62], [23.01, 18.08, 32.92], [19.55, 20.74, 32.56], [18.15, 19.87, 20.94], [18.51, 17.59, 21.88], [17.99, 18.44, 20.93], [25.13, 24.25, 21.94], [18.29, 12.88, 15.69], [17.16, 16.62, 19.75], [27.18, 12.39, 21.55], [21.61, 20.68, 28.72], [21.63, 14.79, 22.68], [23.59, 14.50, 18.42], [17.44, 22.47, 28.88], [25.56, 19.93, 20.03], [24.58, 19.47, 24.54], [24.60, 21.09, 22.88], [17.57, 21.95, 20.11], [23.83, 15.72, 16.31], [21.74, 21.21, 20.86], [26.17, 22.85, 20.26], [16.83, 20.06, 18.88], [31.44, 20.56, 26.56], [20.29, 26.01, 25.55], [33.24, 19.33, 25.71], [23.21, 12.35, 24.48], [25.96, 21.08, 24.49], [21.11, 17.92, 33.87], [20.63, 23.50, 18.61], [30.31, 13.16, 20.76], [23.12, 23.66, 28.88], [22.46, 21.87, 22.91], [19.68, 22.90, 16.83], [26.18, 16.24, 20.79], [29.28, 16.93, 19.06], [19.85, 18.78, 17.18], [24.11, 16.11, 21.44], [32.75, 20.58, 21.28], [17.67, 12.00, 17.51], [21.71, 24.92, 27.22], [21.90, 17.03, 28.09], [20.38, 17.02, 18.72], [15.83, 17.06, 17.84], [29.22, 17.56, 23.13], [16.56, 12.00, 17.27], [20.12, 19.96, 23.69], [30.47, 22.29, 28.49], [31.02, 18.85, 24.78], [31.91, 21.65, 23.01], [18.12, 11.53, 18.78], [28.00, 12.96, 21.35], [32.36, 21.43, 27.23], [21.81, 25.52, 29.49], [27.20, 17.00, 20.22], [30.14, 22.99, 29.29], [17.53, 22.97, 24.58], [31.93, 21.13, 21.73], [32.52, 17.90, 23.67], [24.94, 16.74, 21.12], [29.56, 21.52, 27.85], [21.57, 12.98, 18.78], [23.65, 22.88, 27.84], [15.67, 17.43, 24.27], [20.42, 13.61, 14.86], [21.94, 16.61, 25.75], [17.65, 21.71, 31.42], [20.36, 21.19, 17.86], [15.42, 23.21, 27.20], [22.48, 12.55, 27.99], [25.46, 20.73, 29.58], [17.64, 23.20, 23.54], [24.85, 21.10, 27.38], [16.44, 17.93, 27.09], [15.32, 17.08, 22.91], [16.35, 23.20, 25.32], [31.50, 17.95, 23.78], [18.65, 22.51, 25.23], [31.05, 15.07, 20.31], [16.70, 19.37, 30.12], [18.64, 22.35, 26.61], [15.65, 20.26, 16.79], [16.93, 18.15, 28.41], [19.66, 21.01, 31.52], [25.01, 13.32, 29.93], [19.10, 17.90, 16.34], [17.50, 22.67, 27.36], [23.99, 17.05, 26.87], [18.86, 20.45, 22.02], [20.80, 21.35, 26.68], [18.64, 21.89, 29.56], [24.71, 18.07, 20.70], [23.33, 21.23, 23.41], [28.51, 17.05, 22.50], [21.40, 23.64, 20.72], [15.31, 18.72, 24.93], [19.85, 12.81, 16.97], [23.42, 23.30, 30.17], [27.81, 14.29, 20.99], [17.37, 11.16, 19.48], [28.29, 22.88, 23.35], [22.22, 24.76, 28.63], [29.67, 19.07, 24.93], [19.97, 17.15, 31.73], [20.17, 22.58, 17.71], [21.08, 11.96, 22.96], [22.97, 14.19, 27.59], [23.48, 18.35, 33.84], [25.45, 20.43, 23.74], [22.42, 23.79, 24.07], [20.91, 25.25, 24.56], [19.32, 20.55, 15.82], [15.57, 18.77, 26.45], [21.91, 24.33, 24.87], [32.84, 21.70, 23.61], [28.55, 21.69, 27.90], [19.84, 21.81, 27.28], [20.54, 14.04, 23.09], [25.23, 15.76, 17.99], [15.24, 15.71, 21.34], [29.39, 11.45, 21.70], [28.38, 21.28, 19.55], [19.55, 15.18, 18.21], [21.37, 16.45, 24.74], [19.57, 22.27, 24.74], [22.85, 13.02, 30.29], [21.07, 19.34, 19.34], [18.90, 21.52, 22.15], [21.60, 18.93, 20.39], [24.32, 24.94, 22.28], [23.35, 16.75, 25.68], [19.85, 11.41, 20.10], [19.87, 17.60, 23.63], [14.90, 20.91, 29.01], [25.20, 12.74, 30.83], [29.59, 22.29, 22.82], [24.87, 19.27, 25.51], [21.68, 17.76, 32.96], [28.12, 23.06, 24.57], [25.72, 18.91, 20.20], [15.22, 20.92, 16.08], [28.85, 15.06, 20.50], [22.51, 19.54, 24.08], [15.47, 23.45, 24.83], [20.84, 20.73, 30.74], [20.65, 25.45, 23.50], [23.99, 17.54, 29.36], [23.86, 16.55, 24.72], [23.42, 23.24, 26.44], [20.93, 20.80, 19.04], [22.97, 23.92, 30.99], [21.18, 23.05, 19.85], [22.33, 15.32, 14.75], [16.36, 23.12, 26.67], [17.01, 16.79, 26.30], [20.41, 24.59, 18.29], [23.25, 14.63, 29.85], [16.42, 21.96, 17.87], [25.57, 14.09, 21.50], [24.85, 12.34, 26.64], [21.60, 20.17, 31.23], [16.24, 20.88, 17.89], [27.74, 18.94, 19.55], [20.99, 17.42, 31.78], [30.85, 20.81, 19.97], [15.00, 18.44, 15.86], [30.90, 22.81, 24.46], [15.29, 19.99, 28.48], [22.50, 13.15, 24.21], [18.48, 15.88, 16.07], [29.23, 12.41, 21.34], [21.94, 14.14, 16.60], [19.82, 20.22, 16.89], [23.30, 17.18, 28.07], [26.05, 24.40, 23.90], [27.24, 22.66, 21.14], [27.90, 20.01, 26.24], [22.36, 24.20, 26.19], [31.83, 22.18, 28.25], [24.05, 22.74, 25.54], [32.49, 22.74, 28.89], [30.60, 17.24, 22.94], [21.15, 17.25, 29.32], [24.83, 18.37, 31.82], [25.12, 23.73, 20.63], [21.39, 21.69, 19.97], [29.10, 19.89, 26.06], [19.49, 19.57, 22.89], [19.52, 26.73, 25.30], [26.13, 22.25, 19.38], [25.03, 17.30, 26.71], [25.18, 17.82, 29.31], [14.13, 20.32, 26.66], [30.14, 14.52, 20.53], [26.44, 14.80, 21.14], [21.10, 12.82, 23.73], [23.25, 13.30, 28.15], [14.78, 19.57, 24.32], [24.31, 22.26, 30.46], [23.93, 14.30, 19.37], [17.22, 17.82, 19.84], [20.69, 13.52, 16.02], [24.54, 12.72, 27.72], [31.34, 12.82, 20.67], [16.41, 22.67, 29.48], [28.78, 18.46, 24.04], [19.07, 16.59, 16.67], [23.19, 20.20, 24.50], [25.57, 14.27, 30.07], [23.15, 17.60, 30.62], [20.44, 18.35, 18.38], [22.64, 15.06, 15.79], [19.77, 21.63, 28.76], [20.23, 26.53, 27.62], [19.46, 11.77, 19.13], [26.93, 18.33, 20.00], [30.78, 21.28, 20.94], [19.98, 17.50, 29.21], [18.60, 21.59, 30.90], [22.85, 20.57, 25.51], [32.03, 19.53, 25.68], [21.87, 12.70, 19.93], [24.29, 23.85, 20.02], [25.43, 12.56, 28.82], [21.79, 17.25, 30.61], [29.59, 21.75, 21.51], [24.49, 21.79, 28.13], [20.85, 21.02, 29.40], [26.27, 19.92, 23.23], [16.35, 19.22, 29.04], [30.88, 16.56, 22.17], [15.49, 18.86, 16.72], [21.66, 15.71, 21.94], [19.70, 16.16, 17.87], [17.68, 17.56, 28.79], [26.11, 24.03, 22.88], [18.60, 12.54, 16.63], [14.93, 19.74, 27.17], [22.39, 13.87, 17.94], [14.75, 17.88, 22.37], [23.50, 13.59, 29.65], [17.50, 20.74, 19.98], [28.51, 16.44, 19.89], [15.62, 15.87, 22.33], [30.76, 22.30, 23.54], [24.29, 15.35, 17.63], [23.66, 14.89, 23.37], [15.92, 18.11, 17.75], [16.82, 15.27, 24.36], [17.95, 16.20, 26.72], [22.33, 13.76, 25.09], [20.71, 25.88, 26.90], [27.78, 18.86, 24.18], [28.41, 21.84, 20.63], [23.78, 18.01, 31.77], [24.79, 21.48, 29.45], [24.52, 22.04, 31.44], [16.62, 18.69, 18.80], [27.16, 23.16, 22.45], [30.10, 20.61, 26.86], [16.36, 14.94, 23.13], [16.50, 13.98, 22.70], [20.15, 16.59, 26.93], [18.38, 16.49, 21.82], [33.42, 21.28, 27.12], [20.28, 12.47, 18.25], [21.22, 16.73, 26.93]]
}